[1]
77
Properties=species:S:1:pos:R:3:forces:R:3 method="wB97M-V/def2-TZVPD" total_charge=+1 e_above_lowest_kj_mol=367.9 lumo_energy_ev="-5.79 / -5.80" energy_ha=-4947.64507
Ti -1.3671 0.1217 -0.5698 -0.2 0.0 0.3
S -2.9522 1.1263 -1.9744 -0.1 0.0 -0.2
C -4.2661 0.1394 -1.3148 0.0 0.0 0.0
C -5.4834 0.6696 -0.9082 0.0 0.0 0.0
C -6.4479 -0.1653 -0.3657 0.0 0.0 0.0
C -6.2064 -1.5260 -0.2156 0.0 0.0 0.0
C -4.9968 -2.0712 -0.6224 0.0 0.0 0.0
C -4.0424 -1.2309 -1.1705 0.0 0.1 0.0
S -2.4521 -1.7444 -1.7970 0.0 0.0 -0.1
C -2.0707 -3.2350 -0.8843 0.0 0.0 0.0
C -1.6547 -3.0199 0.5450 -0.1 0.1 0.0
C -1.3787 -4.0239 1.3621 0.0 0.0 0.0
C -1.0352 -3.6685 2.7861 0.0 0.0 0.0
C 0.2402 -1.5221 3.7272 0.0 0.0 0.0
C -0.0862 -0.6337 2.7859 0.1 0.0 0.1
C -0.0410 0.8400 2.6076 0.0 0.0 0.0
S 0.3969 1.2780 0.8977 0.0 0.1 0.1
C 1.8982 0.3808 0.6219 0.0 -0.1 0.0
C 3.0409 0.7621 1.3180 0.0 0.0 0.0
C 4.2349 0.0969 1.1014 0.0 0.0 0.0
C 4.2810 -0.9311 0.1674 0.0 0.0 0.0
C 3.1475 -1.2974 -0.5375 0.0 0.0 0.0
C 1.9293 -0.6521 -0.3177 0.0 0.1 0.1
S 0.5318 -1.1778 -1.2514 0.1 -0.1 -0.1
N -1.5348 -1.6611 1.0676 0.1 0.1 0.1
H -5.6593 1.7329 -1.0005 0.0 0.0 0.0
H -7.3918 0.2510 -0.0412 0.0 0.0 0.0
H -6.9592 -2.1670 0.2226 0.0 0.0 0.0
H -4.8187 -3.1313 -0.5008 0.0 0.0 0.0
H -1.2438 -3.6718 -1.4462 0.0 0.0 0.0
H -2.9148 -3.9184 -0.9660 0.0 0.0 0.0
H -1.4602 -5.0553 1.0442 0.0 0.0 0.0
H -0.7132 -4.5428 3.3475 0.0 0.0 0.0
H 0.6951 -1.4523 4.7035 0.0 0.0 0.0
H 0.6984 1.2861 3.2716 0.0 0.0 0.0
H -0.9981 1.3300 2.7844 0.0 0.0 0.0
H 2.9959 1.5837 2.0229 0.0 0.0 0.0
H 5.1236 0.3863 1.6451 0.0 0.0 0.0
H 5.2125 -1.4505 -0.0166 0.0 0.0 0.0
H 3.1922 -2.0968 -1.2659 0.0 0.0 0.0
C 1.4164 -3.3356 2.3876 0.0 0.0 0.0
C 0.1007 -2.6571 2.7310 0.0 0.0 0.0
N -0.2233 -1.5727 1.7172 0.0 -0.1 -0.1
C -2.6707 -1.3482 1.9519 0.1 0.0 0.0
C -2.9894 -2.1531 3.0230 -0.1 0.0 0.0
N -2.2468 -3.1828 3.4255 0.0 0.0 0.0
C -4.2763 -2.1259 3.9119 0.1 0.1 0.2
O -5.1534 -1.1844 3.7624 0.0 -0.1 -0.1
O -4.3877 -3.0216 4.7122 0.0 -0.1 -0.1
C -3.1634 0.0116 1.7357 0.0 0.0 0.1
O -4.1251 0.5302 2.2865 -0.1 0.0 0.0
O -2.4221 0.7207 0.9128 0.3 -0.1 -0.4
H 2.1707 -2.5804 2.1659 0.0 0.0 0.0
H 1.3106 -3.9813 1.5152 0.0 0.0 0.0
H 1.7593 -3.9377 3.2311 0.0 0.0 0.0
H -2.7032 -3.7317 4.1502 0.0 0.0 0.0
H -4.8252 -0.4557 3.1366 0.0 0.1 0.0
F 2.6731 2.0930 -1.6166 0.0 0.1 -0.1
C 3.1576 2.9816 -2.4808 0.0 0.0 0.0
C 4.4646 3.2724 -2.4443 -0.1 0.0 0.0
F 5.2223 2.6648 -1.5517 0.0 0.0 0.0
C 5.0737 4.2308 -3.3534 0.1 0.0 0.0
C 4.1473 4.8464 -4.2918 -0.1 0.0 0.0
C 2.8380 4.5520 -4.3197 0.1 0.0 0.0
F 2.0647 5.1568 -5.2041 0.0 0.0 0.0
C 2.2379 3.5923 -3.4157 0.0 0.0 0.0
C 0.9096 3.2856 -3.4413 -0.1 -0.1 -0.1
C 0.3074 2.3191 -2.5722 0.1 0.2 0.0
N -0.2546 1.5823 -1.9008 -0.3 0.0 0.3
C -0.0425 3.8697 -4.3412 0.0 0.0 0.0
N -0.8740 4.2886 -5.0135 0.0 0.0 0.0
F 4.6144 5.7280 -5.1523 0.0 0.0 0.0
C 6.3994 4.5246 -3.3276 0.0 0.0 0.0
C 7.0225 5.4709 -4.2078 0.0 0.0 0.0
N 7.5880 6.2250 -4.8633 0.0 0.0 0.0
C 7.3227 3.9189 -2.4096 0.0 0.0 0.0
N 8.1131 3.4646 -1.7119 0.0 0.0 0.0


[2]
79
Properties=species:S:1:pos:R:3:forces:R:3 method="wB97M-V/def2-TZVPD" total_charge=-2 e_above_lowest_kj_mol=0.0 lumo_energy_ev=3.24 energy_ha=-6299.51953
Ba -0.1893 -0.7813 -0.2971 0.0 -0.1 0.0
Cl -6.8638 -4.5037 0.9238 0.0 0.0 0.0
C -5.5994 -3.6132 0.1052 0.0 0.0 0.0
C -4.4682 -3.2578 0.8181 0.1 0.0 -0.1
C -3.4089 -2.5535 0.2335 0.0 0.0 0.1
N -2.2156 -2.2969 0.9286 0.0 0.1 -0.2
C -2.1817 -2.3475 2.2545 0.1 0.0 0.1
O -3.1037 -2.4219 3.0906 0.0 0.0 0.0
C -0.7731 -2.3273 2.8656 0.0 -0.1 -0.1
C -0.6666 -2.4824 4.2453 0.1 0.0 0.1
C 0.5887 -2.5006 4.8280 -0.1 0.0 -0.1
C 1.7089 -2.3618 4.0202 0.0 0.0 0.0
C 1.5140 -2.2079 2.6564 0.1 0.0 0.0
N 0.3071 -2.1989 2.0928 -0.1 0.0 0.1
C -3.5252 -2.1736 -1.1422 0.0 0.0 -0.1
C -4.6917 -2.5430 -1.8290 0.1 0.0 0.0
C -5.7099 -3.2551 -1.2209 0.0 0.0 0.0
Cl -7.1248 -3.6715 -2.1620 0.0 0.0 0.0
N -2.4699 -1.4835 -1.7451 0.1 0.0 0.1
C -2.5985 -0.9371 -2.9518 0.0 0.0 0.1
O -3.5708 -0.8777 -3.7273 0.0 0.0 0.0
C -1.3478 -0.2172 -3.4564 0.0 0.0 0.0
C -1.5289 0.8952 -4.2774 0.0 0.0 0.0
C -0.4250 1.5758 -4.7459 0.0 0.0 0.0
C 0.8423 1.1134 -4.4113 0.0 0.0 0.0
C 0.9310 -0.0027 -3.6022 0.0 0.0 0.0
N -0.1318 -0.6551 -3.1268 -0.1 0.0 0.0
H -4.3959 -3.5246 1.8587 0.0 0.0 0.0
H -1.5798 -2.5764 4.8139 0.0 0.0 0.0
H 0.6937 -2.6191 5.9005 0.0 0.0 0.0
H 2.7110 -2.3625 4.4288 0.0 0.0 0.0
H 2.3551 -2.0648 1.9838 0.0 0.0 0.0
H -4.7867 -2.2499 -2.8604 0.0 0.0 0.0
H -2.5402 1.1944 -4.5104 0.0 0.0 0.0
H -0.5431 2.4630 -5.3569 0.0 0.0 0.0
H 1.7407 1.6123 -4.7501 0.0 0.0 0.0
H 1.8989 -0.3878 -3.2934 0.0 0.0 0.0
I 0.3510 7.1935 1.7848 0.0 0.0 0.0
C 0.0994 5.3718 0.7874 0.0 -0.1 0.0
C -1.1281 5.0613 0.2198 0.0 0.0 0.0
C -1.2891 3.8444 -0.4119 0.0 0.1 0.0
I -3.1300 3.3342 -1.2455 0.0 0.0 0.0
C -0.2583 2.8641 -0.4997 0.0 -0.1 0.0
O -0.4260 1.7414 -1.0648 0.1 0.0 0.0
C 0.9794 3.2276 0.1254 0.0 0.0 0.0
C 2.0779 2.2032 0.1737 0.0 0.0 0.0
N 1.7624 1.0757 1.0581 -0.1 0.0 0.0
C 1.3929 1.4602 2.4097 0.0 0.0 0.0
C -0.0816 1.7779 2.5480 0.0 0.0 0.0
C -0.5232 2.9232 3.1990 0.0 0.0 0.0
C -1.8847 3.1612 3.2906 0.0 0.0 0.0
C -2.7669 2.2424 2.7480 0.0 0.0 0.0
C -2.2414 1.1170 2.1316 0.0 0.0 0.0
N -0.9341 0.8916 2.0297 0.0 0.0 0.0
C 1.1442 4.4577 0.7324 0.0 0.0 0.0
H -1.9538 5.7584 0.2719 0.0 0.0 0.0
H 3.0057 2.7065 0.4891 0.0 0.0 0.0
H 2.2437 1.7859 -0.8241 0.0 0.0 0.0
H 2.5583 0.4374 1.0732 0.0 0.0 0.0
H 1.9744 2.3175 2.7843 0.0 0.0 0.0
H 1.6064 0.6095 3.0638 0.0 0.0 0.0
H 0.1947 3.6371 3.5823 0.0 0.0 0.0
H -2.2485 4.0659 3.7632 0.0 0.0 0.0
H -3.8372 2.3916 2.7818 0.0 0.0 0.0
H -2.8911 0.3637 1.6957 0.0 0.0 0.0
H 2.0965 4.6900 1.1972 0.0 0.0 0.0
Br 4.8530 -3.4014 -5.2896 0.0 0.0 0.0
C 5.2571 -2.5161 -3.6607 0.0 0.0 0.1
C 6.5575 -2.1088 -3.4152 0.0 0.0 0.0
N 6.9098 -1.4866 -2.2945 0.0 0.0 0.0
C 5.9572 -1.2630 -1.3888 0.0 0.0 0.0
C 4.6277 -1.6346 -1.5523 0.0 0.0 0.0
C 4.2671 -2.2791 -2.7259 0.0 0.0 0.0
C 3.5873 -1.3348 -0.4716 0.1 -0.1 0.0
O 4.0197 -0.8279 0.5817 -0.1 0.0 0.0
O 2.4060 -1.6358 -0.7609 -0.1 0.1 0.0
H 7.3351 -2.2914 -4.1487 0.0 0.0 0.0
H 6.2419 -0.7578 -0.4747 0.0 0.0 0.0
H 3.2362 -2.5727 -2.8757 0.0 0.0 0.0


[3]
81
Properties=species:S:1:pos:R:3:forces:R:3 method="wB97M-V/def2-TZVPD" total_charge=+1 lumo_energy_ev=-3.77 energy_ha=-3530.87182
F -3.0242 -3.1708 1.5079 -0.7 -1.5 2.3
C -3.0375 -4.0047 2.6568 2.8 -1.1 -0.1
F -2.5635 -5.2956 2.1936 -1.1 2.6 0.8
C -1.9025 -3.5169 3.6950 0.7 -0.5 -0.8
C -0.4402 -3.3909 2.9804 -0.9 0.9 2.0
N -0.3846 -2.0859 2.2086 0.5 0.2 -3.0
C -0.6354 -0.7318 2.6749 0.8 0.8 -4.4
C -0.4722 0.1641 1.4200 -0.3 -5.3 3.4
N -0.1578 -0.7878 0.3836 -0.2 -1.0 1.6
C -0.0820 -2.1759 0.8028 -1.2 5.3 3.0
C -4.4683 -4.2769 3.3024 -1.7 -2.2 -0.6
F -5.1052 -5.2632 2.4669 1.4 2.4 1.9
F -4.4138 -4.8987 4.5957 0.4 2.1 -3.1
C -5.4986 -3.0133 3.2777 -2.1 -2.6 -1.7
F -5.8371 -2.8579 1.8897 1.1 0.4 3.4
F -6.6923 -3.5457 3.8762 3.0 2.0 -0.9
C -4.9526 -1.6949 3.9724 2.8 -0.4 1.0
F -4.3396 -2.1079 5.2082 -1.5 0.6 -3.2
F -3.9194 -1.0474 3.2141 -2.5 -2.4 1.7
S -6.1996 -0.3789 4.4316 -1.3 4.5 1.9
F -6.8935 -1.2906 5.6358 1.1 0.9 -2.6
F -5.0940 0.1766 5.5981 -1.8 -0.8 -1.9
F -5.4392 0.7007 3.3637 -1.9 -1.8 1.5
F -7.3008 -0.8181 3.2775 2.1 0.3 1.9
F -7.2252 0.8639 4.8669 1.8 -2.2 -0.8
H -1.7875 -4.3419 4.4833 -0.4 1.4 -1.0
H -2.1038 -2.4948 4.1530 -0.1 -1.6 -0.5
H 0.2932 -3.2379 3.8618 -1.0 -0.6 -1.6
H -0.1825 -4.2928 2.3362 -0.3 1.5 0.8
H -0.9195 -0.4382 3.7506 0.6 -0.8 -2.1
H -0.6247 1.2888 1.4033 0.4 -1.9 -0.6
H -0.0217 -0.4500 -0.5824 -0.1 -0.4 0.5
H 0.1469 -3.1034 0.1898 -0.4 1.6 1.0
C -5.3770 3.0860 -3.4704 0.2 0.0 0.0
C -5.0030 1.9891 -2.6975 0.2 0.0 0.0
C -3.6604 1.7597 -2.4178 -0.3 0.0 0.0
C -2.6850 2.6217 -2.9215 -0.3 -0.1 0.0
C -3.0584 3.7062 -3.7159 -0.4 -0.2 0.1
C -4.4078 3.9434 -3.9800 -0.2 -0.1 0.1
C -2.0308 4.5998 -4.2974 -0.3 0.8 -0.6
O -2.3558 5.5485 -4.9876 0.1 -0.3 0.2
C -0.6024 4.3162 -4.0333 0.4 0.0 0.0
C 0.3798 5.1145 -4.6208 0.2 0.0 0.0
C 1.7247 4.8635 -4.3676 -0.2 -0.1 0.0
C 2.0930 3.8210 -3.5202 -0.2 -0.1 0.1
C 1.1178 3.0198 -2.9372 0.2 0.1 -0.1
C -0.2324 3.2600 -3.2005 0.3 0.0 0.0
C -1.2607 2.3801 -2.6041 0.2 -0.4 0.3
O -0.9377 1.4612 -1.8626 0.1 -0.2 0.2
H -6.4257 3.2696 -3.6807 0.1 0.0 0.0
H -5.7592 1.3134 -2.3109 0.1 0.1 0.0
H -3.3757 0.9062 -1.8107 0.1 0.2 -0.1
H -4.7053 4.7932 -4.5861 0.2 -0.1 0.1
H 0.1001 5.9305 -5.2797 -0.1 -0.1 0.1
H 2.4869 5.4825 -4.8298 -0.1 -0.1 0.1
H 3.1421 3.6303 -3.3175 -0.1 0.0 0.0
H 1.4117 2.2059 -2.2817 -0.2 0.1 -0.1
C 6.6937 -2.7017 -3.5480 -0.1 0.1 0.1
C 7.9676 -2.2852 -3.1674 -0.1 0.1 0.2
C 8.1273 -1.4443 -2.0711 0.1 -0.1 -0.2
C 7.0107 -1.0071 -1.3585 0.0 -0.2 -0.3
C 5.7327 -1.4048 -1.7546 0.1 -0.2 -0.2
C 5.5774 -2.2629 -2.8447 0.1 -0.1 -0.2
C 4.5371 -0.9088 -1.0377 -0.7 -0.3 -0.4
O 3.4171 -1.2586 -1.3803 0.1 0.1 0.2
C 4.7173 0.0251 0.0964 -0.1 0.2 0.2
C 3.5969 0.5450 0.7437 0.0 0.2 0.3
C 3.7533 1.4129 1.8194 0.1 -0.2 -0.2
C 5.0304 1.7572 2.2576 0.1 -0.1 -0.1
C 6.1501 1.2451 1.6108 -0.2 0.1 0.1
C 5.9948 0.3851 0.5221 -0.3 0.2 0.3
C 7.1921 -0.1268 -0.1825 1.1 0.2 0.2
O 8.3092 0.1764 0.1965 -0.4 -0.1 -0.1
H 6.5709 -3.3652 -4.3980 0.0 0.1 0.1
H 8.8372 -2.6182 -3.7246 -0.1 0.0 0.1
H 9.1228 -1.1275 -1.7764 -0.2 0.0 0.1
H 4.5874 -2.5866 -3.1496 0.1 0.1 0.1
H 2.5992 0.2781 0.4092 0.2 -0.1 -0.1
H 2.8794 1.8202 2.3185 0.1 0.0 0.0
H 5.1528 2.4287 3.1013 0.0 -0.1 -0.1
H 7.1426 1.5206 1.9534 -0.1 -0.1 -0.2


These records have maximum force values of 0.6, 0.2, 6.3 eV/Å, in the order they appear.